Formula: C17H14BrNO3SSn
Source: OMol25
Level of theory: ωB97M-V/def2-TZVPD

As for the total energy: -4123.0360 Ha. Its total charge is 0. The HOMO energy (spin up / spin down) is -8.2 / -8.1 eV. As for the energy relative to the best compared isomer or geometry (same formula, charge and spin): 1.226 eV.

Last column: Löwdin charge in e.
Element x y z (Å)
1 Br 1.3538 -3.2113 1.2610  -0.0621
2 C 0.1960 0.7444 3.6718  -0.2158
3 C -0.6296 0.3816 2.6285  -0.1486
4 C -0.0548 0.4000 4.9931  -0.0231
5 H 3.3295 -0.6898 -1.8598  0.0961
6 C -1.5989 -2.2533 -2.9811  -0.1848
7 C -1.8772 0.0216 -3.2926  -0.0447
8 C 2.3048 1.2995 -1.6132  -0.0827
9 H 1.3933 3.1558 -2.3925  0.0846
10 H -2.4047 -0.6553 2.0641  0.1153
11 C -1.7728 -0.3624 2.9030  -0.0113
12 C 1.7224 1.4642 -3.8222  -0.0802
13 H -2.8211 -2.3376 -1.0587  0.0994
14 C 2.4901 0.2858 -3.6957  -0.1233
15 H -1.2018 -3.2702 -3.0517  0.0973
16 H 1.3663 1.8703 -4.7604  0.1014
17 H 2.3677 1.4331 -0.5319  0.0755
18 C -2.3871 -1.7360 -1.8832  -0.2652
19 O 1.7314 2.8692 3.5167  -0.2831
20 O -0.2262 0.0553 0.2391  -0.3043
21 C 0.1061 0.6155 1.3784  -0.4794
22 H 2.7742 -0.3933 -4.4903  0.0860
23 H 0.6589 0.6843 5.7512  0.1222
24 H -2.9491 -1.2934 4.4533  0.1066
25 C 2.8465 0.1638 -2.3195  -0.0782
26 C -2.0609 -0.7044 4.2263  -0.0613
27 C -2.5446 -0.3394 -2.0800  -0.1155
28 C -1.2788 -1.1536 -3.8336  -0.1076
29 H -3.0134 0.3467 -1.3815  0.1055
30 H -1.4516 -0.5979 6.3161  0.1136
31 S 1.6920 1.5032 3.0841  0.6582
32 C 1.7504 2.1661 -2.5765  -0.0962
33 O 2.7924 0.6282 3.3944  -0.2795
34 H -1.9069 1.0016 -3.7748  0.1145
35 C -1.2120 -0.3281 5.2804  -0.0508
36 N 1.1927 1.3296 1.5009  -0.0040
37 H -0.7194 -1.2066 -4.7724  0.1017
38 Sn 0.0424 -1.8870 -0.4907  1.0236

Formula: C29H31Cl2F4N7O2Rh
Source: OMol25
Level of theory: ωB97M-V/def2-TZVPD

As for the total energy: -3087.5365 Ha. Its total charge is +1. The expectation value of S² is 6.0336. The HOMO energy (spin up / spin down) is -9.5 / -10.5 eV. The multiplicity is 5.

Last column: Löwdin spin population.
Element x y z (Å)
1 F -4.5274 0.6536 1.2453  0.0618
2 H 1.4636 2.9914 1.2124  0.0089
3 H 4.0418 1.1483 1.7007  0.0025
4 C -1.3865 -6.2908 2.1181  0.0000
5 H 0.8797 -4.6808 -3.7121  0.0000
6 C 3.0671 0.6467 1.6944  0.0041
7 C -4.8937 -2.3919 5.4516  0.0001
8 C -3.2705 -5.2851 1.0274  0.0000
9 H 2.1519 1.5611 -1.3944  0.0032
10 C 0.9921 -5.8031 -1.1194  0.0004
11 H 2.3575 1.2357 2.2717  0.0004
12 C -1.0678 -0.1105 3.0423  0.0165
13 H 2.1907 -7.0524 -2.2842  0.0000
14 F -2.1175 0.0032 0.3338  0.0591
15 Cl -4.0925 -2.7648 1.4445  0.0004
16 H 0.3112 -6.3485 -3.7504  0.0000
17 H 2.0530 -3.4704 0.2548  0.0006
18 C -1.5702 3.4562 0.8887  0.0309
19 O -2.0697 0.5795 2.5321  0.0461
20 C -2.5447 -1.0443 4.8382  0.0007
21 C -2.2150 1.1132 1.1555  0.0812
22 H -0.7258 -7.1287 2.2943  0.0000
23 C 1.1976 -5.7232 -3.6394  0.0000
24 C -3.9445 2.9218 1.2039  0.0066
25 H 3.7025 -5.3468 -1.2468  0.0000
26 H -4.9699 3.2446 1.3117  -0.0043
27 C 1.9147 -5.9941 -2.3226  0.0001
28 H -3.2732 0.4973 6.1256  0.0000
29 C -2.4398 -6.3773 1.2224  0.0000
30 F -3.1728 5.1425 1.1831  0.0846
31 H -5.3773 -0.6830 6.6623  0.0000
32 H -1.2129 0.6181 5.0093  0.0001
33 O -0.0801 -0.5072 2.4402  0.0876
34 H -5.8053 -2.9242 5.6883  0.0000
35 H 0.9836 3.3868 -0.4213  0.0058
36 C -3.9655 -2.9778 4.6055  0.0000
37 C -1.1786 2.1485 0.7931  0.1588
38 Rh 0.4180 -0.3067 0.3268  2.3175
39 C -2.0258 -4.0033 2.6792  0.0000
40 C -1.1957 -5.1189 2.8285  0.0000
41 H -0.8844 -2.8151 3.8137  0.0000
42 H 0.0728 -6.3772 -1.2216  0.0001
43 N 0.0493 1.6560 0.4050  0.3079
44 H 3.2745 2.3772 -0.2996  0.0019
45 N 0.3823 -2.3371 -0.4690  0.0430
46 C -3.4737 -0.4780 5.6979  0.0003
47 H 3.8873 -5.4282 -2.9950  0.0000
48 C 3.5243 -0.3311 -0.4505  0.0086
49 Cl 0.1432 -5.0239 3.9416  0.0000
50 N 0.5600 -4.4128 -0.9467  0.0031
51 H -4.0913 -5.3244 0.3251  0.0000
52 C 2.3595 1.7742 -0.3438  0.0096
53 H -0.3733 -0.9187 4.8565  0.0007
54 C 1.1379 -3.4020 -0.3081  0.0100
55 C -1.2444 -0.3555 4.5166  0.0066
56 H 1.8621 -5.9238 -4.4794  0.0000
57 H 3.1674 -0.3276 2.1714  0.0004
58 C 3.1921 -5.1700 -2.1970  0.0000
59 N -0.5682 -3.9565 -1.5181  0.0030
60 C -4.6532 -1.1394 6.0016  0.0000
61 C 1.1904 2.5506 0.2463  0.0310
62 F -0.7056 4.4652 0.6942  -0.0071
63 N 2.5746 0.4725 0.3226  0.0972
64 H 4.5063 0.1531 -0.5012  0.0033
65 C -3.0528 -4.1139 1.7334  0.0000
66 C -2.7935 -2.3033 4.2891  0.0001
67 C -2.9085 3.8457 1.1160  0.2656
68 H -4.1523 -3.9579 4.1860  0.0000
69 N -1.8086 -2.8304 3.4074  0.0000
70 C -3.6110 1.6116 1.1538  0.2288
71 H 1.4812 -6.0944 -0.1898  0.0000
72 H 3.6507 -1.3053 0.0232  0.0005
73 H 3.1496 -0.4759 -1.4632  0.0019
74 N -0.6760 -2.7242 -1.2241  0.0091
75 H 2.9861 -4.0999 -2.2898  0.0000
76 H -2.6158 -7.2959 0.6796  0.0000

Formula: C4H12
Source: OMol25
Level of theory: ωB97M-V/def2-TZVPD

As for the total energy: -159.5807 Ha. Its total charge is 0. The HOMO energy is -11.6 eV. As for the energy relative to the best compared isomer or geometry (same formula, charge and spin): 0.115 eV. Its SMILES is CC.CC.

Last column: Löwdin charge in e.
Element x y z (Å)
1 H 1.7162 -1.8249 2.4343  0.0598
2 H 1.9204 0.1160 0.0832  0.0458
3 H -3.2687 0.5691 -1.1724  0.0650
4 H 2.7660 -1.3958 0.1968  0.0646
5 C 1.2426 -1.1109 1.7584  -0.1751
6 H -0.2363 1.1261 -1.4595  0.0617
7 H -1.2623 0.3606 -2.5949  0.0581
8 H -0.9284 -0.4060 -1.0377  0.0551
9 H -2.3786 1.3091 0.0720  0.0583
10 H 3.0552 -0.0504 1.3538  0.0603
11 H 0.4574 -1.6955 1.2734  0.0552
12 C 2.3078 -0.6096 0.7961  -0.1724
13 H 0.7495 -0.3233 2.3182  0.0603
14 H -2.5744 2.1797 -1.4820  0.0611
15 C -1.1635 0.5351 -1.5286  -0.1843
16 C -2.4029 1.2207 -1.0110  -0.1736

Formula: C14H12ClN3O2S
Source: OMol25
Level of theory: ωB97M-V/def2-TZVPD

As for the total energy: -1713.8819 Ha. Its total charge is 0. The HOMO energy is -8.5 eV. As for the energy relative to the best compared isomer or geometry (same formula, charge and spin): 0.000 eV. Its SMILES is O=C(Nc1nccs1)[C@H]1CC(=O)N(c2ccc(Cl)cc2)C1.

Last column: Löwdin charge in e.
Element x y z (Å)
1 N 1.3409 0.8536 -0.1168  0.0266
2 H -5.5535 -3.4187 0.9111  0.0551
3 O 1.1713 1.8918 1.9342  0.0872
4 C -0.5617 2.1562 0.2584  -0.0260
5 C -5.1904 -2.4334 0.7047  -0.3949
6 S -3.5628 -2.1831 0.1843  1.0958
7 C 4.3605 -0.6904 1.3541  -0.0924
8 C 3.2333 -0.2594 -1.1386  -0.0154
9 Cl 6.5207 -1.9560 0.3387  0.6658
10 C 4.4435 -0.9192 -1.0359  -0.1030
11 H 1.0138 1.4292 -2.1154  0.1364
12 N -2.9843 0.4415 -0.2440  0.1154
13 C 5.0059 -1.1333 0.2109  -0.6828
14 H 2.6547 0.3113 2.1416  0.1053
15 H -0.4109 3.1992 -0.0278  0.1349
16 O -1.3576 -1.0702 -0.6095  0.0183
17 N -5.1333 -0.1545 0.4673  0.0435
18 C -0.8263 1.2692 -0.9585  -0.1807
19 H -1.3056 1.8147 -1.7750  0.1529
20 C -3.9315 -0.4820 0.1335  -0.5930
21 H 0.5374 -0.2486 -1.7070  0.1297
22 H 4.8004 -0.8610 2.3238  0.1077
23 C 2.5699 0.1920 0.0024  -0.1729
24 C 0.7492 1.6280 0.8345  -0.4195
25 H 2.8196 -0.0967 -2.1203  0.1042
26 C 0.5737 0.7832 -1.3470  -0.0971
27 H -1.3397 2.1228 1.0201  0.1264
28 C -1.7162 0.0852 -0.5924  -0.4444
29 H 4.9490 -1.2641 -1.9240  0.1056
30 H -3.2859 1.4059 -0.2447  0.1602
31 H -6.8786 -1.1238 1.0930  0.1000
32 C 3.1499 -0.0344 1.2506  0.0064
33 C -5.8552 -1.2550 0.7937  -0.2552